{"formula": "C10H32AgN5O6", "method": "wB97M-V/def2-TZVPD", "elements": ["Ag", "O", "H", "C", "C", "O", "H", "H", "H", "H", "H", "H", "C", "C", "O", "H", "H", "H", "H", "H", "H", "C", "O", "N", "N", "H", "H", "H", "H", "C", "O", "N", "N", "H", "H", "H", "H", "C", "C", "C", "O", "C", "N", "H", "H", "H", "H", "H", "H", "H", "H", "H", "H", "H"], "positions_angstrom": [[1.715606, -4.796430, -27.654276], [0.899708, -5.787389, -25.547179], [0.674721, -4.851230, -25.485799], [3.504250, -8.988523, -28.284840], [2.178492, -8.764449, -27.571937], [1.626760, -7.442301, -27.636146], [4.168176, -8.136171, -28.133134], [3.345023, -9.041454, -29.366829], [3.909771, -9.945139, -27.962224], [2.356786, -8.882449, -26.498080], [1.457550, -9.532151, -27.869433], [1.415266, -7.235622, -26.706135], [0.722349, -0.148542, -29.072491], [1.503863, -1.470029, -29.038660], [1.280134, -2.207818, -27.856999], [-0.315578, -0.300321, -29.371332], [1.205395, 0.560486, -29.745421], [0.658363, 0.315056, -28.085170], [2.567418, -1.202478, -29.042396], [1.230831, -2.029629, -29.930386], [1.543377, -1.671527, -27.103763], [-1.530559, -4.735938, -28.242601], [-0.504808, -4.502265, -28.862773], [-1.566252, -5.389933, -27.048150], [-2.793636, -4.246323, -28.569343], [-2.462133, -5.538067, -26.635429], [-0.682319, -5.704950, -26.626691], [-3.600692, -4.339530, -27.990365], [-2.879888, -3.686356, -29.399201], [5.153680, -4.376136, -26.912778], [3.944945, -4.618631, -26.936756], [5.883723, -4.326629, -25.775872], [5.913161, -4.135801, -28.015164], [5.457413, -4.412024, -24.868255], [6.674939, -3.707888, -25.776756], [5.491056, -3.910198, -28.903700], [6.904205, -3.994454, -27.970528], [3.701340, -6.325931, -31.683800], [3.580854, -5.455865, -30.394977], [3.649067, -3.987318, -30.711553], [5.031292, -3.635072, -30.910237], [5.119322, -2.296520, -31.405321], [2.233284, -5.756924, -29.883470], [3.850438, -7.379380, -31.452403], [4.526546, -5.960477, -32.303600], [2.790493, -6.235983, -32.277210], [4.355549, -5.794853, -29.707942], [3.187536, -3.326853, -29.974902], [3.063598, -3.821856, -31.625592], [4.651819, -1.532365, -30.779131], [4.582344, -2.323542, -32.357842], [6.135203, -1.966181, -31.610973], [1.600548, -5.822418, -30.672511], [2.297631, -6.722144, -29.575226]], "atomic_forces_ev_per_a": [[-0.381, -0.285, -0.014], [-0.149, 0.158, -1.000], [-0.003, -0.033, 0.548], [-0.783, 0.647, -0.734], [0.129, 0.203, 1.340], [0.331, -1.255, -0.377], [0.224, -0.240, 0.369], [0.015, -0.128, -0.046], [0.296, 0.132, 0.045], [0.136, -0.636, -0.061], [-0.125, 0.143, -0.147], [-0.295, 0.970, -0.204], [-0.279, -0.189, 0.202], [0.242, 1.535, 0.386], [-0.481, -0.542, -0.100], [0.054, -0.046, -0.167], [-0.110, -0.008, -0.090], [0.292, -0.019, 0.052], [0.087, -0.180, -0.482], [0.140, -0.520, 0.315], [0.034, 0.021, -0.019], [-1.031, 0.278, 1.947], [-0.322, 0.055, -0.687], [0.460, 0.097, -1.058], [0.785, 0.183, -1.281], [0.044, -0.245, 0.419], [0.077, -0.213, 0.505], [0.011, -0.114, 0.212], [0.034, -0.072, 0.059], [-1.103, 0.091, -0.378], [1.376, 0.204, -0.041], [0.797, 0.138, 1.234], [-0.149, 0.186, -0.706], [-0.463, -0.146, -0.293], [0.145, -0.101, -0.016], [-0.151, -0.173, -0.042], [0.046, -0.069, 0.234], [0.900, 0.931, -0.010], [-1.128, -1.264, -1.433], [0.658, 0.146, -0.379], [-0.229, 0.804, 0.365], [-0.497, -0.386, -0.821], [0.668, -0.218, 0.712], [0.060, 0.015, 0.091], [0.076, -0.275, -0.024], [-0.042, 0.069, -0.005], [-0.174, 0.349, 0.348], [0.149, -0.296, 0.462], [0.176, 0.106, -0.247], [-0.133, -0.264, 0.350], [0.026, 0.464, -0.139], [0.208, -0.521, 0.233], [-0.242, 0.430, 0.047], [-0.405, 0.082, 0.528]], "lowdin_charge": [0.737, -0.480, -0.116, -0.087, -0.302, -0.168, 0.071, 0.058, 0.073, 0.115, 0.108, 0.024, -0.078, -0.326, -0.116, 0.072, 0.071, 0.071, 0.099, 0.112, 0.092, -0.651, -0.029, 0.155, 0.130, 0.086, 0.040, 0.079, 0.089, -0.648, -0.022, 0.152, 0.175, 0.112, 0.093, 0.068, 0.100, -0.047, -0.399, -0.206, -0.209, -0.092, 0.028, 0.069, 0.077, 0.076, 0.130, 0.095, 0.132, 0.081, 0.088, 0.086, 0.083, 0.050], "spin_multiplicity": 1, "orbital_gap_ev": 7.6, "lumo_energy_ev": 0.48, "charge": 0, "e_tot_ev": -34623.6285, "homo_energy_ha": -0.2612}

***

{"formula": "C15H31FeN5O7", "method": "wB97M-V/def2-TZVPD", "elements": ["O", "H", "Fe", "N", "N", "N", "N", "O", "O", "O", "O", "C", "C", "C", "C", "C", "H", "H", "H", "C", "H", "H", "H", "C", "C", "H", "H", "H", "H", "H", "H", "H", "H", "C", "H", "H", "H", "O", "H", "H", "O", "C", "C", "C", "C", "C", "C", "N", "H", "H", "H", "H", "H", "H", "H", "H", "H", "H", "H"], "positions_angstrom": [[-1.620200, 0.251153, -3.906731], [-1.750387, 1.093707, -4.360828], [-1.361943, 0.409595, -1.749119], [-0.706240, 1.654159, 0.005927], [0.556846, 0.944832, -2.099304], [-2.120747, -0.715543, -0.126326], [-0.794157, -1.467615, -2.036106], [-0.993275, 1.648240, 1.268248], [-2.407287, -0.403282, 1.151109], [0.116901, -1.799287, -2.915570], [1.302185, 0.386833, -2.957986], [0.975891, 2.120766, -1.502040], [0.298126, 2.502287, -0.311887], [-2.303495, -2.037581, -0.407158], [-1.585920, -2.445380, -1.552121], [0.832048, 3.475579, 0.650090], [1.549490, 2.997390, 1.303558], [0.038934, 3.862004, 1.239731], [1.337024, 4.281587, 0.147472], [2.239883, 2.749032, -1.949059], [2.357031, 2.585916, -3.012160], [3.116813, 2.330069, -1.395305], [2.212529, 3.819043, -1.725426], [-2.979488, -3.031968, 0.478635], [-1.515861, -3.827092, -2.130738], [-3.521224, -2.523345, 1.278720], [-2.224204, -3.727618, 0.889910], [-3.690351, -3.667155, -0.097802], [-0.961041, -3.859752, -3.073389], [-2.518326, -4.236815, -2.319585], [-1.026822, -4.497961, -1.408628], [-1.902119, 0.604404, 1.263786], [0.596381, -0.854877, -3.117637], [-2.799402, 1.416160, -1.918809], [-2.691460, 2.357589, -1.375905], [-3.503896, 0.752264, -1.338583], [-3.230566, 1.521091, -2.946748], [-5.760746, 3.211504, -2.717365], [-6.341661, 2.692366, -2.189499], [-5.534150, 3.944246, -2.169045], [1.057875, -0.700191, -0.054575], [1.510793, -0.873841, 1.086171], [2.629759, -1.844033, 1.394545], [3.881991, -1.104210, 1.929633], [3.848456, -0.844981, 3.444176], [2.767005, 0.081923, 3.904302], [1.350533, -0.408702, 3.548269], [1.015546, -0.199067, 2.158235], [2.270306, -2.580811, 2.122272], [2.869653, -2.364076, 0.456918], [4.796923, -1.685167, 1.700712], [3.985568, -0.150613, 1.373170], [3.725364, -1.802322, 3.955022], [4.816931, -0.427055, 3.717132], [2.804429, 0.173214, 4.990161], [2.913072, 1.085689, 3.487533], [1.225171, -1.470733, 3.820324], [0.633832, 0.183189, 4.129163], [0.211671, 0.415241, 1.970512]], "atomic_forces_ev_per_a": [[0.448, 0.059, 2.393], [-0.024, 0.082, 0.148], [2.516, -2.265, -0.562], [1.150, 1.022, 0.721], [1.355, 1.734, -0.048], [-0.747, -4.673, 0.260], [-1.643, -3.300, 0.973], [-0.914, 0.128, -1.196], [0.366, 2.546, -0.129], [0.653, 1.200, -1.060], [-0.550, 1.157, 0.804], [0.250, -1.065, -0.252], [-0.154, -1.647, -1.010], [-0.337, 3.450, 1.569], [2.691, 1.309, -3.221], [0.264, 0.024, -0.399], [0.196, -0.236, 0.282], [-0.652, 0.368, 0.648], [0.173, 0.313, -0.191], [0.305, 0.234, 0.530], [0.265, -0.019, -0.142], [-0.638, 0.112, -0.491], [0.072, -0.147, -0.181], [-0.149, -0.184, -0.068], [-0.166, -0.265, 0.360], [0.203, -0.199, -0.072], [-0.312, 0.358, 0.013], [0.485, 0.534, 0.223], [-0.069, 0.232, 0.351], [0.177, 0.223, 0.179], [-0.066, 0.076, -0.230], [-0.918, -1.818, 0.263], [-0.360, -1.861, 0.000], [-5.369, 2.006, -1.228], [0.258, -0.013, -0.234], [0.569, 0.566, -0.515], [0.387, 0.185, 1.248], [0.649, -0.272, -1.053], [-0.829, -0.679, 0.558], [0.216, 0.933, 0.524], [0.305, 0.008, 0.587], [-0.500, -0.018, 0.336], [0.374, 0.156, -0.516], [0.160, -0.048, -0.105], [0.509, -0.206, -0.673], [-0.852, 0.129, 0.176], [0.434, 0.236, 0.432], [-0.714, 0.279, -0.938], [0.111, 0.026, -0.069], [-0.153, 0.132, 0.304], [-0.563, 0.166, 0.061], [0.002, -0.344, 0.274], [0.168, -0.084, 0.047], [0.078, -0.112, 0.200], [0.100, 0.066, 0.072], [-0.097, -0.063, 0.033], [0.033, 0.337, 0.034], [0.045, -0.274, -0.112], [0.811, -0.592, 0.095]], "lowdin_charge": [-0.213, 0.008, 0.894, -0.058, -0.112, -0.086, -0.123, -0.073, -0.061, 0.004, 0.030, -0.181, -0.216, -0.214, -0.210, 0.018, 0.108, 0.087, 0.088, 0.010, 0.091, 0.130, 0.090, 0.011, 0.015, 0.086, 0.111, 0.108, 0.091, 0.100, 0.105, 0.078, 0.069, -0.127, 0.061, 0.083, 0.063, -0.026, 0.022, 0.022, 0.020, -0.442, -0.092, -0.173, -0.220, -0.193, -0.170, 0.082, 0.123, 0.124, 0.119, 0.120, 0.119, 0.114, 0.114, 0.115, 0.128, 0.127, 0.101], "spin_multiplicity": 6, "orbital_gap_ev": [6.4, 5.9], "lumo_energy_ev": [-5.09, -5.49], "charge": 1, "e_tot_ev": -72212.5977, "homo_energy_ha": [-0.4222, -0.4201]}

***

{"formula": "C6H14O3", "method": "wB97M-V/def2-TZVPD", "elements": ["C", "C", "C", "C", "H", "H", "H", "H", "H", "H", "H", "H", "H", "H", "C", "C", "O", "O", "O", "H", "H", "H", "H"], "positions_angstrom": [[-0.727937, 1.363027, -1.111881], [-1.283528, 0.115038, -1.479357], [1.774389, 0.995275, -0.849084], [-1.068765, 1.991805, 0.188844], [-0.275117, 1.992513, -1.865597], [-0.298706, 2.677689, 0.542065], [-1.347199, -0.071920, -2.547282], [-2.218516, -0.123395, -0.975662], [-0.497085, -0.770266, -0.989161], [2.653905, 0.560301, -0.362328], [1.906551, 0.923726, -1.928267], [1.669780, 2.024873, -0.521517], [-1.996337, 2.556831, 0.047493], [-1.269944, 1.235794, 0.946751], [0.892214, -1.943098, 0.720956], [-0.296211, -1.779903, 1.658751], [-0.139899, -2.495773, 2.795387], [0.682761, -1.477592, -0.554199], [-1.250051, -1.063690, 1.473042], [-0.896203, -2.312253, 3.374683], [1.099954, 0.046606, -0.513336], [1.732638, -1.434952, 1.239345], [1.153306, -3.010638, 0.710357]], "atomic_forces_ev_per_a": [[-1.379, -0.966, -0.171], [-0.125, 1.185, -0.237], [-0.097, -1.610, 0.601], [0.304, -0.128, 0.142], [0.344, -0.151, 0.048], [-0.088, 0.006, -0.081], [0.317, -0.076, -0.044], [0.240, -0.187, 0.410], [0.997, -0.275, 0.641], [0.401, 0.366, -0.189], [0.058, 0.085, 0.037], [-0.180, -0.070, 0.109], [0.020, 0.060, -0.107], [0.029, -0.050, -0.056], [-0.366, -0.064, -0.135], [0.168, 0.167, 0.084], [-0.061, 0.006, -0.051], [-0.959, -0.134, -0.318], [0.057, -0.183, 0.044], [0.048, 0.045, -0.148], [0.397, 1.945, -0.629], [-0.102, 0.014, -0.044], [-0.023, 0.016, 0.092]], "lowdin_charge": [-0.134, -0.079, -0.069, -0.067, 0.112, 0.080, 0.090, 0.100, 0.124, 0.034, 0.037, 0.021, 0.102, 0.073, -0.259, -0.482, 0.095, -0.281, 0.084, 0.123, 0.041, 0.130, 0.126], "spin_multiplicity": 1, "orbital_gap_ev": 8.0, "lumo_energy_ev": -0.43, "de_lowest_kcal_mol": 98.4, "charge": 0, "e_tot_ev": -12587.8298, "homo_energy_ha": -0.3105}

***

{"formula": "C10H16S", "method": "wB97M-V/def2-TZVPD", "elements": ["C", "C", "C", "S", "H", "H", "H", "H", "H", "H", "H", "H", "C", "C", "C", "C", "C", "C", "C", "H", "H", "H", "H", "H", "H", "H", "H"], "positions_angstrom": [[3.294204, 1.416603, 2.001764], [1.998822, 1.500948, 1.206234], [3.845545, -0.999966, 0.664554], [3.955087, -0.243203, 2.300025], [4.026909, 2.071334, 1.509745], [3.171735, 1.785489, 3.021085], [2.163526, 1.283218, 0.159582], [1.564189, 2.501987, 1.329101], [3.843655, -2.076388, 0.783838], [2.865614, -0.780102, 0.244115], [4.636366, -0.665871, 0.005142], [1.220116, 0.820514, 1.533914], [-2.243191, -0.176707, -3.185445], [-2.661023, -0.728589, 1.099057], [-3.739494, -0.303297, 0.341857], [-1.412235, -0.843358, 0.512120], [-3.607195, -0.184900, -1.095220], [-1.239190, -0.611652, -0.903347], [-2.354542, -0.327290, -1.686177], [-2.726972, -0.997491, 2.148453], [-4.728004, -0.178568, 0.763195], [-0.539757, -1.223306, 1.034845], [-4.502435, -0.103340, -1.708422], [-0.228153, -0.548836, -1.306810], [-3.110251, -0.603219, -3.699605], [-1.341539, -0.651387, -3.557521], [-2.151788, 0.867377, -3.516080]], "atomic_forces_ev_per_a": [[0.016, 0.206, -0.177], [-0.291, 0.149, 0.475], [-0.603, 0.178, 0.157], [0.046, -0.133, -0.075], [0.094, -0.277, 0.180], [-0.119, 0.122, -0.036], [0.015, 0.218, -0.283], [0.217, -0.103, -0.306], [0.352, -0.178, 0.110], [0.068, 0.127, -0.141], [0.127, -0.034, -0.159], [-0.007, -0.292, 0.241], [0.192, 0.333, -0.125], [0.621, 0.061, -0.200], [-0.584, -0.017, -0.210], [0.479, -0.388, -0.427], [0.239, -0.275, 0.169], [0.069, 0.452, 0.162], [-0.437, 0.155, -0.114], [-0.322, 0.187, 0.121], [-0.033, -0.058, 0.234], [-0.128, 0.025, 0.378], [0.097, 0.117, -0.029], [-0.137, -0.211, -0.175], [0.056, -0.017, 0.074], [0.160, -0.343, -0.083], [-0.187, -0.003, 0.240]], "lowdin_charge": [-0.583, -0.173, -0.429, 0.748, 0.065, 0.052, 0.054, 0.075, 0.023, 0.018, 0.026, 0.065, -0.104, -0.216, -0.193, -0.201, -0.144, -0.150, -0.380, 0.070, 0.047, 0.045, 0.063, 0.056, 0.059, 0.050, 0.060], "spin_multiplicity": 2, "orbital_gap_ev": [1.9, 6.2], "lumo_energy_ev": [2.80, 2.73], "de_lowest_kcal_mol": 0.0, "charge": -1, "e_tot_ev": -21463.2786, "homo_energy_ha": [0.0335, -0.1282]}